9
Properties=species:S:1:pos:R:3 method="wB97M-V/def2-TZVPD" multiplicity=1 homo_energy_ev="-9.237 / -9.926" molar_mass_g_mol=109.11 e_above_lowest_kcal_mol=176.3 homo_lumo_gap_ev="6.54 / 8.21" charge=0
C 0.358 1.764 0.500
N -1.263 -1.096 -0.242
O 2.137 0.014 -0.655
O 0.678 -0.783 1.218
O -0.493 -0.140 -0.856
S 0.989 0.193 0.147
H 0.749 2.386 -0.361
H -0.952 -1.398 0.806
H -2.205 -0.940 -0.557